1.
Computed, not measured: C4H12N2S in the gas phase, with the ωB97M-V functional and the def2-TZVPD basis.

Each line ends with the Mulliken charge.
Geometry (Å):
C  -1.13146  0.08885  -2.00829  -0.893
N  -1.69200  -0.21265  -0.68206  -0.403
C  -0.67847  -0.91551  0.16900  -1.016
C  0.28112  0.12878  0.71128  0.447
N  -0.28258  1.01946  1.71745  -0.601
C  1.67226  -0.44200  1.02570  -0.609
S  3.10526  0.65955  1.17686  -0.233
H  -0.65300  1.07296  -1.98318  0.263
H  -1.92921  0.22750  -2.72432  0.379
H  -0.40348  -0.61519  -2.41428  0.307
H  -2.33550  -0.96514  -0.91443  0.267
H  -1.30237  -1.27526  0.97843  0.390
H  -0.22173  -1.69090  -0.44313  0.463
H  0.51511  0.80036  -0.12417  0.026
H  -1.21850  0.78328  2.00231  0.241
H  -0.18889  1.96307  1.38895  0.226
H  1.65239  -1.10030  1.86400  0.343
H  1.92165  -1.00121  0.12637  0.308
H  2.88940  1.47433  0.13347  0.095

- 2S+1: 1
- LUMO: 0.86 eV
- M: 120.2 g/mol
- F_max: 2.02 eV/A
- HOMO energy: -8.8 eV
- Relative energy (zero: lowest compared OMol25 entry of this formula, charge and spin): 86.97 kJ/mol
- SMILES: CNC[C@@H](N)CS
- Total energy: -667.261756 hartree
- Orbital gap: 9.675 eV

***

2.
Computed, not measured: C4H12N2S in the gas phase, with the ωB97M-V functional and the def2-TZVPD basis.

Each line ends with the Mulliken charge.
Geometry (Å):
N  -2.12162  1.08114  0.09923  -0.637
C  -1.64468  0.94068  -1.28090  -0.603
C  -0.69083  -0.20903  -1.53727  -0.730
N  0.48581  -0.20867  -0.68570  -0.068
C  0.50085  -0.90538  0.53541  -0.609
C  1.80541  -0.63960  1.27421  -0.766
S  1.93531  1.10951  1.77643  -0.229
H  -2.12289  0.15627  0.51315  0.267
H  -1.45412  1.61397  0.64096  0.304
H  -2.54591  0.84585  -1.88811  0.294
H  -1.18521  1.88217  -1.57747  0.359
H  -0.28000  -0.14123  -2.54468  0.414
H  -1.24085  -1.15575  -1.45764  0.279
H  1.33559  -0.36130  -1.20155  0.209
H  0.40278  -1.99749  0.43768  0.293
H  -0.29741  -0.62728  1.22430  0.305
H  1.83452  -1.25406  2.17092  0.418
H  2.63047  -0.96197  0.63737  0.385
H  2.65278  0.83216  2.86366  0.113

- 2S+1: 1
- LUMO: 0.88 eV
- M: 120.2 g/mol
- F_max: 1.68 eV/A
- HOMO energy: -8.7 eV
- Relative energy (zero: lowest compared OMol25 entry of this formula, charge and spin): 48.35 kJ/mol
- SMILES: NCCNCCS
- Total energy: -667.276467 hartree
- Orbital gap: 9.567 eV

***

3.
Computed, not measured: C4H12N2S in the gas phase, with the ωB97M-V functional and the def2-TZVPD basis.

Each line ends with the Mulliken charge.
Geometry (Å):
C  -1.12760  1.72615  -1.79754  -0.899
N  0.04641  1.81504  -0.93610  -0.347
C  0.37798  0.66808  -0.09107  0.065
C  -0.32938  0.90324  1.26447  -0.613
N  0.04353  0.00056  2.31873  -0.452
C  0.00516  -0.66921  -0.75657  -0.770
S  0.69038  -2.13433  0.03501  -0.244
H  -1.10238  0.90017  -2.52414  0.285
H  -1.29039  2.66019  -2.33491  0.347
H  -2.00222  1.54742  -1.16404  0.274
H  0.85154  2.14637  -1.44599  0.269
H  1.45064  0.68370  0.10010  0.380
H  0.00812  1.89591  1.55464  0.339
H  -1.40816  1.00881  1.07613  0.204
H  -0.28609  0.25519  3.23555  0.221
H  -0.11152  -0.98153  2.15743  0.094
H  0.29328  -0.61292  -1.80150  0.407
H  -1.08302  -0.72598  -0.72551  0.302
H  1.04621  -2.79352  -1.07191  0.139

- 2S+1: 1
- LUMO: 0.84 eV
- M: 120.2 g/mol
- F_max: 0.89 eV/A
- HOMO energy: -8.5 eV
- Relative energy (zero: lowest compared OMol25 entry of this formula, charge and spin): 57.08 kJ/mol
- SMILES: CN[C@@H](CN)CS
- Total energy: -667.273139 hartree
- Orbital gap: 9.323 eV

***

4.
Computed, not measured: C4H12N2S in the gas phase, with the ωB97M-V functional and the def2-TZVPD basis.

Each line ends with the Mulliken charge.
Geometry (Å):
C  0.13890  2.11287  -1.82184  -0.873
N  -0.84292  1.07392  -1.48380  -0.420
C  -0.54419  0.24237  -0.33571  -0.040
C  -0.21764  1.16024  0.86663  -0.553
N  -0.52185  0.58004  2.16698  -0.606
C  0.55280  -0.79845  -0.62123  -0.707
S  0.68200  -2.12774  0.61268  -0.236
H  -0.14037  3.05469  -1.35517  0.270
H  1.17820  1.88154  -1.58374  0.257
H  0.09402  2.30474  -2.89226  0.360
H  -1.00029  0.47979  -2.28642  0.306
H  -1.43260  -0.28580  -0.02200  0.400
H  -0.81305  2.06218  0.73221  0.311
H  0.83987  1.41559  0.76795  0.254
H  -0.66105  -0.41769  2.12293  0.230
H  0.21344  0.77695  2.83028  0.255
H  0.33220  -1.25645  -1.58591  0.395
H  1.51143  -0.29414  -0.75026  0.263
H  0.11209  -3.05812  -0.16317  0.135

- 2S+1: 1
- LUMO: 0.79 eV
- M: 120.2 g/mol
- F_max: 1.16 eV/A
- HOMO energy: -8.7 eV
- Relative energy (zero: lowest compared OMol25 entry of this formula, charge and spin): 56.22 kJ/mol
- SMILES: CN[C@H](CN)CS
- Total energy: -667.273469 hartree
- Orbital gap: 9.468 eV

***

5.
Computed, not measured: C4H12N2S in the gas phase, with the ωB97M-V functional and the def2-TZVPD basis.

Each line ends with the Mulliken charge.
Geometry (Å):
N  1.42919  -2.65184  -1.93924  -0.596
C  0.42939  -1.79277  -2.68585  -0.479
C  0.20620  -0.50442  -1.86768  -0.418
N  0.24789  -0.59269  -0.32199  -0.298
C  0.52442  0.55771  0.54905  -0.608
C  -0.59748  1.68305  0.86135  -0.625
S  -1.21763  1.59627  2.65684  -0.239
H  1.60965  -2.26439  -0.95400  0.257
H  2.35099  -2.81988  -2.38132  0.228
H  0.85301  -1.64193  -3.64149  0.323
H  -0.51432  -2.25674  -2.65889  0.253
H  -0.81904  -0.10869  -2.12101  0.297
H  1.10520  0.20661  -2.23121  0.285
H  -0.61214  -1.11235  0.06774  0.220
H  1.40867  1.19590  0.28721  0.315
H  0.99835  0.15061  1.61042  0.327
H  -0.38646  2.66650  0.50260  0.411
H  -1.47597  1.26677  0.45692  0.226
H  -0.15060  2.22752  3.24093  0.120

- 2S+1: 1
- LUMO: 0.95 eV
- M: 120.2 g/mol
- F_max: 4.50 eV/A
- HOMO energy: -8.8 eV
- Relative energy (zero: lowest compared OMol25 entry of this formula, charge and spin): 221.16 kJ/mol
- SMILES: NCCNCCS
- Total energy: -667.210643 hartree
- Orbital gap: 9.706 eV

***

6.
Computed, not measured: 2 unconnected molecules or ions with the total composition C4H12N2S, with the ωB97M-V functional and the def2-TZVPD basis.

Each line ends with the Mulliken spin population.
Geometry (Å):
C  0.80312  2.52679  -0.34613  -0.031
C  1.02780  1.25852  0.49674  -0.027
S  2.52252  0.44302  -0.01753  0.696
N  0.74721  2.13164  -1.77447  0.016
H  1.60771  3.23630  -0.13813  0.001
H  -0.12016  3.04544  -0.09307  0.002
H  0.11779  0.66118  0.35615  -0.010
H  1.09542  1.47477  1.57339  0.059
H  1.50881  1.46336  -1.90517  0.003
H  0.99000  2.94514  -2.33210  -0.003
C  -2.34079  -2.24423  0.30702  -0.012
C  0.03508  -2.03922  0.65741  -0.060
N  -1.25086  -1.42331  0.78322  0.314
H  -3.27904  -1.86580  0.72695  0.013
H  -2.22071  -3.31274  0.52713  -0.012
H  -2.45272  -2.14745  -0.78552  0.030
H  0.36872  -2.51667  -0.28000  0.020
H  0.40495  -2.61167  1.52252  0.008
H  0.43519  -1.02509  0.72161  -0.008

- 2S+1: 2
- LUMO (alpha / beta): -8.89 / -7.08 eV
- M: 120.2 g/mol
- F_max: 3.60 eV/A
- ⟨S²⟩: 1.14
- HOMO energy (alpha / beta): -12.9 / -13.1 eV
- Total charge: +1
- Relative energy (zero: lowest compared OMol25 entry of this formula, charge and spin): 560.50 kJ/mol
- Total energy: -666.808895 hartree
- Orbital gap (alpha / beta): 3.983 / 6.039 eV

***

7.
Computed, not measured: 3 unconnected molecules or ions with the total composition C4H12N2S2, with the ωB97M-V functional and the def2-TZVPD basis.

Each line ends with the Mulliken charge.
Geometry (Å):
S  0.68502  -0.03808  3.88623  -0.208
S  -0.39771  -0.29205  -3.30964  -0.204
C  -0.29465  0.78843  -1.96585  -0.919
C  -0.16205  0.13321  -0.54969  0.279
C  1.17628  -0.89481  -0.66592  -0.961
N  1.70636  -1.56384  0.44186  -0.492
N  -0.20192  0.98719  0.61692  -0.235
C  -1.10016  1.00974  1.79100  -0.704
H  -2.10436  -1.30560  -2.50558  0.090
H  -1.26778  1.32116  -2.01875  0.330
H  0.48887  1.56390  -2.03996  0.402
H  -1.05661  -0.47824  -0.37484  0.177
H  0.78187  -1.61166  -1.36898  0.537
H  2.08761  -0.44008  -1.14320  0.314
H  1.78139  -1.02103  1.26746  0.212
H  1.16431  -2.40141  0.60655  0.256
H  0.74142  1.21920  0.91300  0.289
H  -1.05980  1.98625  2.32730  0.411
H  -0.85012  0.30683  2.59030  0.094
H  -2.11797  0.73093  1.50178  0.332

- 2S+1: 1
- LUMO: -3.04 eV
- M: 152.3 g/mol
- F_max: 3.70 eV/A
- HOMO energy: -8.5 eV
- Relative energy (zero: lowest compared OMol25 entry of this formula, charge and spin): 743.75 kJ/mol
- Total energy: -1065.202689 hartree
- Orbital gap: 5.450 eV

***

8.
Computed, not measured: 2 unconnected molecules or ions with the total composition C4H12N3, with the ωB97M-V functional and the def2-TZVPD basis.

Each line ends with the Mulliken charge.
Geometry (Å):
C  -1.77953  -0.50645  -0.17896  0.268
C  -2.02084  0.86826  -0.60151  -1.089
C  1.25399  1.16974  0.62385  -0.999
C  1.93054  0.03125  0.40425  -0.230
N  -1.21798  -0.78374  1.04866  -0.475
N  2.26876  -0.64283  -0.74613  -0.468
N  -0.45531  -1.19245  -0.07296  0.028
H  -2.57974  -1.22984  -0.30722  0.422
H  -2.06026  1.56822  0.27392  0.329
H  -3.10064  1.06337  -0.90291  0.321
H  -1.24305  1.14262  -1.28595  0.278
H  1.10511  1.84986  -0.16891  0.334
H  -0.77327  0.04485  1.54887  0.326
H  0.95140  1.51768  1.70821  0.386
H  2.15059  -0.71609  1.24028  0.296
H  2.52842  0.04741  -1.46384  0.236
H  3.00675  -1.37241  -0.59543  0.273
H  -0.44136  -2.24242  -0.29173  0.313
H  0.47642  -0.61701  -0.23249  0.452

- 2S+1: 1
- LUMO: -2.86 eV
- M: 102.2 g/mol
- F_max: 3.96 eV/A
- HOMO energy: -13.4 eV
- Total charge: +1
- Relative energy (zero: lowest compared OMol25 entry of this formula, charge and spin): 488.19 kJ/mol
- Total energy: -323.492325 hartree
- Orbital gap: 10.592 eV

***

9.
Computed, not measured: a gas-phase ion, C4H12N3 (charge +1), with the ωB97M-V functional and the def2-TZVPD basis.

Each line ends with the Mulliken charge.
Geometry (Å):
N  -1.48662  -1.37593  2.23209  -0.463
C  -0.31886  -1.03710  1.57562  -0.142
C  -0.19394  -0.56246  0.33857  0.001
N  -1.32801  -0.51635  -0.62184  -0.245
C  1.10454  -0.16226  -0.28000  -1.145
C  1.18684  1.39768  -0.48279  -0.500
N  0.95286  1.72955  -1.86733  -0.488
H  -2.26002  -1.68182  1.66522  0.181
H  -1.34328  -1.88015  3.09031  0.254
H  0.48585  -0.93452  2.26409  0.403
H  -1.68102  -1.47535  -0.72046  0.357
H  -0.93158  -0.20069  -1.50941  0.377
H  -2.10148  0.02721  -0.23727  0.361
H  1.94831  -0.56994  0.27118  0.442
H  1.22495  -0.54546  -1.29038  0.464
H  2.12866  1.71555  -0.02828  0.291
H  0.42477  1.85489  0.09446  0.449
H  0.39977  2.54472  -2.06943  0.207
H  1.78825  1.67243  -2.42434  0.197

- 2S+1: 1
- LUMO: -3.51 eV
- M: 102.2 g/mol
- F_max: 1.81 eV/A
- HOMO energy: -12.5 eV
- Total charge: +1
- Relative energy (zero: lowest compared OMol25 entry of this formula, charge and spin): 191.49 kJ/mol
- SMILES: N/C=C(\[NH3+])CCN
- Total energy: -323.605330 hartree
- Orbital gap: 8.995 eV

***

10.
Computed, not measured: a gas-phase ion, C4H12N3 (charge +1), with the ωB97M-V functional and the def2-TZVPD basis.

Each line ends with the Mulliken charge.
Geometry (Å):
C  -1.81996  1.07855  0.60040  -0.930
C  -1.06311  0.08007  0.13914  -0.009
N  -1.57707  -1.04163  -0.65833  -0.255
C  0.69294  -0.05364  -0.01537  1.226
C  1.27090  1.00560  0.91064  -1.668
N  0.79561  0.15442  -1.46310  -0.631
N  0.88894  -1.36898  0.36842  -0.611
H  -2.83730  0.89460  0.54164  0.329
H  -1.34966  1.78882  1.20800  0.299
H  -2.44495  -1.49589  -0.40889  0.351
H  -1.47268  -0.82491  -1.68232  0.393
H  -0.81772  -1.72774  -0.79396  0.333
H  2.41195  0.69768  1.08665  0.308
H  0.74228  1.21238  1.80937  0.410
H  1.23781  2.02742  0.48434  0.430
H  1.63516  -0.35220  -1.84831  0.268
H  0.97195  1.14339  -1.76245  0.285
H  1.67847  -1.80665  0.08080  0.218
H  1.05645  -1.41128  1.40334  0.255

- 2S+1: 1
- LUMO: -3.09 eV
- M: 102.2 g/mol
- F_max: 5.44 eV/A
- HOMO energy: -13.8 eV
- Total charge: +1
- Relative energy (zero: lowest compared OMol25 entry of this formula, charge and spin): 305.63 kJ/mol
- SMILES: C=C([NH3+])C(C)(N)N
- Total energy: -323.561857 hartree
- Orbital gap: 10.680 eV

***

11.
Computed, not measured: 2 unconnected molecules or ions with the total composition C4H12N3, with the ωB97M-V functional and the def2-TZVPD basis.

Each line ends with the Mulliken charge.
Geometry (Å):
C  -1.15722  2.47720  0.30355  -1.015
C  -1.51859  1.14163  -0.30671  -0.145
C  -1.71314  0.05018  0.44268  -0.370
N  -2.07029  -1.20611  -0.06642  -0.505
H  -1.23631  2.41747  1.38544  0.285
H  -0.10699  2.68147  0.05613  0.224
H  -1.72176  3.31063  -0.10176  0.363
H  -1.72214  1.10473  -1.37163  0.322
H  -1.54245  0.10475  1.51186  0.377
H  -1.76223  -1.98929  0.48829  0.256
H  -1.88519  -1.41566  -1.03890  0.236
N  1.61180  -1.73543  0.42193  -0.288
C  1.74233  -0.50488  -0.00797  0.465
N  2.72879  -0.05952  -0.74945  -0.321
H  2.28197  -2.46276  0.22523  0.229
H  0.71140  -1.98964  0.80729  0.234
H  0.87497  0.14146  0.14810  0.145
H  2.75447  0.93205  -0.92950  0.270
H  3.36429  -0.72109  -1.18248  0.237

- 2S+1: 1
- LUMO: -3.80 eV
- M: 102.2 g/mol
- F_max: 1.16 eV/A
- HOMO energy: -11.5 eV
- Total charge: +1
- Relative energy (zero: lowest compared OMol25 entry of this formula, charge and spin): 152.32 kJ/mol
- Total energy: -323.620249 hartree
- Orbital gap: 7.710 eV

***

12.
Computed, not measured: a gas-phase ion, C4H12N3 (charge +1), with the ωB97M-V functional and the def2-TZVPD basis.

Each line ends with the Mulliken charge.
Geometry (Å):
N  0.71305  2.78787  0.16540  -0.619
C  0.15762  1.49053  0.64076  -0.079
C  0.36914  0.29451  0.25113  -0.095
N  0.92072  -0.00992  -1.08712  -0.142
C  -0.00342  -0.94292  1.04366  -0.729
C  -1.18897  -1.65694  0.39453  -0.618
N  -1.01368  -1.67435  -1.09364  -0.666
H  0.42998  3.44413  0.87922  0.283
H  1.71034  2.74684  0.02478  0.241
H  -0.42354  1.73426  1.50895  0.338
H  1.82491  -0.47729  -0.99246  0.340
H  0.98841  0.95613  -1.49496  0.394
H  0.12696  -0.63099  -1.47295  0.439
H  -0.33760  -0.76375  2.10684  0.353
H  0.86197  -1.70718  0.93212  0.262
H  -2.05185  -1.12174  0.78018  0.413
H  -1.20811  -2.63742  0.74218  0.339
H  -0.39155  -2.51018  -1.25921  0.326
H  -1.87683  -1.86904  -1.62769  0.220

- 2S+1: 1
- LUMO: -3.06 eV
- M: 102.2 g/mol
- F_max: 6.03 eV/A
- HOMO energy: -13.0 eV
- Total charge: +1
- Relative energy (zero: lowest compared OMol25 entry of this formula, charge and spin): 223.28 kJ/mol
- SMILES: N/C=C(\[NH3+])CCN
- Total energy: -323.593221 hartree
- Orbital gap: 9.953 eV